1.
DFT (ωB97M-V/def2-TZVPD) results for C5H12N2 in the gas phase.

XYZ file:
```
19
Properties=species:S:1:pos:R:3:mulliken_charge:R:1
H 0.7547 -1.2578 1.4378 0.228
C -0.7357 0.2632 1.0968 -0.533
H 1.2701 0.4198 -2.2815 0.230
H 3.5593 0.3705 -1.1494 0.216
C 0.4702 -1.0477 -0.8507 -0.680
H -0.4980 -1.1308 -1.4286 0.296
N -2.7700 1.6917 1.1003 -0.454
H 0.0400 0.9241 1.6698 0.210
H -2.4766 2.6703 1.4116 0.204
H -3.7401 1.4273 0.9825 0.210
H 2.9847 -0.8104 -0.1253 0.187
C -0.0334 -1.0253 0.5989 -0.526
H -0.6457 -1.9788 0.6295 0.287
C -1.9012 0.6970 0.7081 0.187
H 0.8803 -2.0568 -1.2372 0.386
H 1.2323 0.9967 -0.5247 0.309
H -2.5942 0.0126 0.1319 0.165
N 2.7801 -0.3281 -1.0218 -0.590
C 1.4232 0.1626 -1.1480 -0.334
```

Total energy: -8357.6083 eV
Strongest force on any atom: 4.30 eV Å⁻¹
SMILES: N/C=C/CCCN
Relative energy (zero: lowest compared OMol25 entry of this formula, charge and spin): 2.5280 eV
Lowest unoccupied orbital energy: 1.08 eV

2.
DFT (ωB97M-V/def2-TZVPD) results for C24H29FMoN4 as an isolated structure.

XYZ file:
```
59
Properties=species:S:1:pos:R:3:mulliken_charge:R:1
C -0.0662 -5.0405 1.2765 -0.941
C -2.2249 0.9777 1.5524 1.155
H -1.6801 1.4433 -0.8880 0.356
N -1.0306 1.6729 1.1035 0.558
C 2.6765 -1.9345 0.5975 -1.246
H 2.6839 1.3833 2.0411 0.122
C -0.5686 2.7312 1.9984 -1.314
C 1.2493 -0.0289 3.7331 -0.319
H -1.0661 -1.9781 5.3491 0.460
H 3.2425 -1.0287 0.3600 0.267
H -1.2805 -1.0251 3.8710 0.071
H 0.2577 -6.0617 1.3964 0.408
C 3.0516 1.6312 3.0464 -1.549
H -3.8653 -1.8788 0.7955 0.718
H 0.2836 -1.6533 -1.7333 0.336
C -0.5715 -1.6181 4.4493 -0.953
H -5.6681 -0.6912 1.9321 0.398
H -1.2167 3.6144 1.9709 0.403
C -0.9243 -2.3698 0.9364 0.332
H -2.1737 2.9719 -0.1315 0.393
C 1.1596 -0.7721 6.0489 -0.786
H -1.9934 -5.3588 2.1425 0.391
H 3.1943 -2.7937 0.1550 0.402
C -1.3264 -4.6453 1.6819 -0.906
H 2.6340 -2.0490 1.6818 0.434
C 1.3041 -1.8086 -1.3684 -1.066
C 0.7934 -4.0927 0.7434 -0.280
C -3.6596 -0.9257 1.2559 -0.700
C 0.3924 -2.7774 0.5980 0.756
C -1.3581 2.2419 -0.2108 -1.059
C -3.2637 1.6527 2.1682 -0.189
H 1.9411 -1.0120 -1.7595 0.337
C -1.7532 -3.3411 1.5169 -1.041
H -0.4754 2.7236 -0.6361 0.354
H 1.7941 -4.3947 0.4706 0.310
H -2.7186 -3.0617 1.9057 0.443
H 3.7426 1.3455 5.6104 0.451
C -2.3656 -0.3875 1.1840 -0.618
H -3.1386 2.6740 2.4916 0.337
N 1.3133 -1.7706 0.0964 0.699
C 2.3897 0.7674 4.0789 1.265
H -0.5219 2.3328 3.0116 0.418
N -1.2208 -1.0325 0.7587 0.563
C 0.6358 -0.7946 4.7788 0.752
C 2.2790 -0.0115 6.3633 -0.724
Mo 0.4212 0.0944 0.7625 0.393
H 0.6890 -1.3645 6.8225 0.404
C 2.8728 0.7503 5.3682 -0.637
H 0.4377 3.0255 1.6864 0.287
H 2.6824 -0.0186 7.3658 0.394
H 1.6561 -2.7779 -1.7443 0.362
C -4.6916 -0.2352 1.8639 -0.721
H 2.8480 2.6849 3.2449 0.290
C -4.4832 1.0288 2.3813 -0.896
H 4.1307 1.4924 3.0756 0.444
H -5.2723 1.5549 2.8900 0.422
H -0.2884 -2.4808 3.8447 0.139
F 1.4732 1.1587 -0.5407 -0.819
N 0.7859 -0.0655 2.5138 -0.259
```

Total energy: -35893.3246 eV
Strongest force on any atom: 5.50 eV Å⁻¹
Relative energy (zero: lowest compared OMol25 entry of this formula, charge and spin): 0.6329 eV
Lowest unoccupied orbital energy (spin up / spin down): 0.45 / 0.53 eV

3.
DFT (ωB97M-V/def2-TZVPD) results for an isolated ion of composition C4H10N2OS and charge -2.

XYZ file:
```
18
Properties=species:S:1:pos:R:3:mulliken_charge:R:1
H 0.2108 2.4751 -0.1213 0.303
H -1.4094 2.4223 0.1635 0.282
H 1.5285 0.1403 0.4499 0.427
H 0.5857 0.4198 1.8586 0.185
H -1.4794 0.1897 0.5214 0.330
H 1.4993 -3.2633 0.8075 0.191
H -0.4612 -1.7080 1.5565 0.186
C -0.3648 0.4355 -1.4088 -0.940
N -0.5114 2.0631 0.4559 -0.766
C 0.5606 -0.0926 0.8846 -0.956
H -0.4905 -0.5658 -1.7928 0.338
H 0.6993 0.6645 -1.5754 0.230
N 0.3668 -1.5174 1.0270 -0.145
C -0.5796 0.6293 0.0822 0.189
O 1.6343 -2.6531 2.7403 -0.928
S -1.4071 1.5332 -2.4825 -0.756
C 1.5531 -2.3363 1.4355 -0.314
H 2.4165 -1.7420 1.0471 0.144
```

Total energy: -20170.9410 eV
Strongest force on any atom: 2.16 eV Å⁻¹
Charge: -2
SMILES: N[C@@H](C[S-])CNC[O-]
Relative energy (zero: lowest compared OMol25 entry of this formula, charge and spin): 0.2572 eV
Lowest unoccupied orbital energy: 5.87 eV

4.
DFT (ωB97M-V/def2-TZVPD) results for C12H12N2O3S in the gas phase.

XYZ file:
```
30
Properties=species:S:1:pos:R:3:mulliken_charge:R:1
C -3.0766 -1.8842 0.0078 0.803
O -3.1099 -0.8269 -0.8500 -0.343
H -1.7251 2.2481 1.4524 0.394
C 1.8361 0.4294 1.3289 -0.370
S -2.3349 1.7155 -0.7990 -0.188
H 2.8426 1.7945 -1.5889 0.350
H -1.2465 3.5077 0.2721 0.533
H 4.6594 0.6165 -0.5455 0.407
C 3.7978 -1.3274 -0.3875 0.690
C 0.1247 1.8540 0.4258 0.750
O 3.5932 -2.2060 0.6005 -0.439
N -2.1605 -0.2671 1.0541 0.087
C 0.5750 0.9895 1.4153 -0.393
H 2.1761 -0.2480 2.0979 0.360
O 3.7639 -1.6329 -1.5475 -0.573
C 4.0242 0.0682 0.1488 -1.101
C 2.2119 1.5739 -0.7408 -0.748
H -4.6914 -3.0844 -0.6343 0.285
C -3.6359 -3.1904 -0.3891 -1.047
C -1.2463 2.4411 0.4951 -1.342
C 2.6674 0.7193 0.2545 0.761
C 0.9536 2.1383 -0.6537 -0.593
N -2.5203 -1.5671 1.1262 -0.761
H 3.3938 -3.0856 0.2430 0.334
H 4.4932 -0.0005 1.1296 0.359
C -2.5173 0.1449 -0.1227 0.467
H -3.1171 -3.5650 -1.2702 0.280
H -0.0708 0.7437 2.2433 0.360
H 0.6025 2.7972 -1.4349 0.370
H -3.5160 -3.8868 0.4342 0.309
```

Total energy: -32596.7681 eV
Strongest force on any atom: 1.58 eV Å⁻¹
SMILES: Cc1nnc(SCc2ccc(CC(=O)O)cc2)o1
Relative energy (zero: lowest compared OMol25 entry of this formula, charge and spin): 1.0854 eV
Lowest unoccupied orbital energy: 0.65 eV

> The lowest total energy belongs to which entry?

C24H29FMoN4

Copy entry 3 word for word.
DFT (ωB97M-V/def2-TZVPD) results for an isolated ion of composition C4H10N2OS and charge -2.

XYZ file:
```
18
Properties=species:S:1:pos:R:3:mulliken_charge:R:1
H 0.2108 2.4751 -0.1213 0.303
H -1.4094 2.4223 0.1635 0.282
H 1.5285 0.1403 0.4499 0.427
H 0.5857 0.4198 1.8586 0.185
H -1.4794 0.1897 0.5214 0.330
H 1.4993 -3.2633 0.8075 0.191
H -0.4612 -1.7080 1.5565 0.186
C -0.3648 0.4355 -1.4088 -0.940
N -0.5114 2.0631 0.4559 -0.766
C 0.5606 -0.0926 0.8846 -0.956
H -0.4905 -0.5658 -1.7928 0.338
H 0.6993 0.6645 -1.5754 0.230
N 0.3668 -1.5174 1.0270 -0.145
C -0.5796 0.6293 0.0822 0.189
O 1.6343 -2.6531 2.7403 -0.928
S -1.4071 1.5332 -2.4825 -0.756
C 1.5531 -2.3363 1.4355 -0.314
H 2.4165 -1.7420 1.0471 0.144
```

Total energy: -20170.9410 eV
Strongest force on any atom: 2.16 eV Å⁻¹
Charge: -2
SMILES: N[C@@H](C[S-])CNC[O-]
Relative energy (zero: lowest compared OMol25 entry of this formula, charge and spin): 0.2572 eV
Lowest unoccupied orbital energy: 5.87 eV

> The lowest strongest force on any atom belongs to which entry?

C12H12N2O3S